No. 1
The following is a DFT calculation (ωB97M-V/def2-TZVPD) of an isolated molecule of C18H39NO2 in a non-equilibrium geometry.

Cartesian coordinates (Å):
H: -4.904 -1.845 1.092
H: 2.257 2.011 2.470
H: 3.944 0.226 -0.614
H: -0.718 3.465 -0.108
H: -5.956 0.405 1.003
H: 8.803 -0.221 -0.788
H: -3.905 0.407 -0.045
C: 3.219 -0.264 1.364
H: -6.009 -1.545 2.427
H: -2.960 0.220 -2.933
C: -1.777 1.400 -1.587
H: -7.787 -2.851 1.217
C: 0.447 2.502 1.435
C: 4.300 0.258 0.419
C: 1.855 0.386 1.132
H: -7.104 -1.312 -1.238
O: 5.328 -1.938 0.209
H: 2.484 2.414 0.768
H: -2.296 -0.689 -1.577
C: -4.086 0.414 -1.120
H: -4.532 1.378 -1.380
C: -6.456 -0.510 -0.880
H: 3.533 -0.094 2.397
H: 5.957 -0.573 1.533
C: -0.200 2.515 0.042
H: -6.869 0.430 -1.257
H: -0.204 1.971 2.132
H: 6.706 0.467 -2.428
C: 1.842 1.875 1.467
O: 7.996 -2.043 -0.568
H: 7.224 -2.446 -0.136
H: -0.739 0.424 0.019
H: 6.486 -1.116 -2.118
C: 6.665 -0.003 -0.439
N: 6.220 -0.179 -1.818
H: 4.901 -1.957 -0.657
C: -5.062 -0.704 -1.478
H: -4.649 -1.662 -1.154
H: -7.551 -0.334 0.948
H: -5.163 -0.747 -2.566
H: 8.294 -0.589 0.877
C: -6.727 -2.982 1.009
H: 4.546 1.291 0.660
H: -0.946 1.323 -2.293
H: -2.022 1.508 0.553
H: 0.538 3.529 1.796
H: -6.362 -3.816 1.605
C: 8.022 -0.694 -0.183
C: -2.759 0.260 -1.859
H: -6.612 -3.241 -0.040
C: -6.508 -0.468 0.649
C: 5.580 -0.578 0.504
C: -5.957 -1.712 1.348
H: 1.567 0.241 0.090
C: -1.211 1.389 -0.168
H: 0.579 2.452 -0.720
H: -2.275 2.355 -1.771
H: 6.766 1.065 -0.227
H: 1.118 -0.122 1.760
H: 3.126 -1.343 1.224

Computed properties:
F_max	1.08	eV/Å
HOMO-LUMO gap	0.3742	Ha
calculated total energy	-914.48976	Ha
molar mass	301.51	g/mol
LUMO energy	0.0320	Eh
net charge	0
SMILES string	CCCCCCCCCCCCCCC[C@@H](O)[C@H](N)CO
energy above the lowest of the compared OMol25 structures with the same formula, charge and spin	22.5	kJ/mol


No. 2
The following is a DFT calculation (ωB97M-V/def2-TZVPD) of a cluster of 2 separate species, C18H39NO7P2S in total in a non-equilibrium geometry.

Cartesian coordinates (Å):
H: 2.313 0.959 -3.416
C: 4.418 -1.770 2.396
O: 1.200 2.038 -1.882
C: 4.520 -1.764 0.062
O: 4.612 -2.518 3.361
P: 4.543 -3.686 -0.019
H: 5.789 -0.576 1.354
H: 0.741 0.175 2.332
H: 1.919 -2.662 2.753
H: 1.987 3.088 -3.592
O: -5.437 5.019 -1.110
H: -1.565 3.818 1.217
H: -3.820 3.144 -2.073
H: -2.747 1.793 0.945
C: -0.889 -3.852 -1.952
H: -5.433 2.877 -2.714
H: 2.369 0.871 0.027
H: 0.260 -0.524 3.989
H: -0.273 3.066 2.359
H: -7.484 3.295 -1.170
H: -0.386 -4.875 -1.928
C: -0.893 2.916 1.410
H: -4.752 3.602 0.187
C: 3.012 -1.222 0.424
H: -0.125 -2.760 2.125
C: 0.557 -0.787 2.909
H: 3.858 -4.128 -1.208
C: -6.804 3.205 -0.317
H: -7.210 3.836 0.478
S: 6.403 -4.253 0.038
C: -4.824 2.802 -1.807
H: -2.170 -3.709 -0.096
H: 3.204 0.231 2.015
H: -4.768 1.751 -1.510
H: -1.364 -1.885 3.140
H: -1.857 1.103 2.486
H: 2.368 -1.451 4.060
H: 0.313 3.645 -3.030
H: -6.808 2.167 0.024
C: 1.328 3.244 -2.664
O: -1.304 -1.832 -0.629
O: -1.039 0.617 0.550
O: 2.219 -2.410 0.112
H: 3.893 -4.196 1.171
H: 0.846 -0.643 -1.179
C: 1.813 -0.388 -1.722
C: -1.744 1.532 1.441
H: 4.937 -1.486 -0.959
C: 2.871 0.037 -0.582
C: -5.401 3.656 -0.692
H: -0.281 -3.596 0.161
C: -0.589 -1.737 2.302
C: 1.445 0.866 -2.684
C: 1.991 -1.549 2.977
C: -1.177 -3.269 -0.466
H: 3.855 0.391 -1.023
H: 1.292 -2.176 0.341
H: -0.129 2.838 0.553
C: 3.093 -0.904 2.007
H: 0.474 0.605 -3.247
H: 2.121 -1.303 -2.322
P: -1.531 -1.018 0.843
H: -0.108 -3.131 -2.400
H: 1.875 4.043 -2.041
O: -3.051 -0.968 1.130
N: 5.330 -1.489 1.273
H: -1.796 -3.793 -2.633
H: -6.009 5.077 -1.886

Computed properties:
F_max	5.20	eV/Å
HOMO-LUMO gap	0.3080	Ha
calculated total energy	-2371.45310	Ha
molar mass	475.52	g/mol
LUMO energy	0.0081	Eh
net charge	0
SMILES string	CCOP(=O)(CCC[C@H]1C(=O)N[C@@H]([PH2]=S)[C@]1(O)CCCOC)OCC.CC(C)O


No. 3
The following is a DFT calculation (ωB97M-V/def2-TZVPD) of a cluster of 6 separate species, C18H40BFN2O22S5 in total in a non-equilibrium geometry.

Cartesian coordinates (Å):
O: -8.940 0.952 1.347
O: -7.506 1.179 -0.573
C: 8.801 2.954 -2.615
C: -8.766 0.607 -0.948
O: -9.056 -0.508 6.039
H: -0.960 -1.776 1.090
H: 10.226 0.522 -2.057
C: -5.481 -2.030 2.621
S: 0.089 -0.935 -3.059
H: 7.010 1.900 -2.981
H: 4.353 3.695 -1.752
C: 0.879 -1.701 2.238
H: 3.786 0.493 0.254
H: -7.512 -2.786 6.037
H: -8.656 -0.479 -0.980
C: 8.160 0.780 -1.456
O: -8.935 -2.428 4.591
O: -7.184 2.674 1.346
H: -1.000 1.530 -4.287
N: 8.647 -1.504 -2.458
C: -9.720 1.033 0.148
O: -3.367 -1.678 3.533
H: -1.806 0.496 -5.490
O: 0.875 1.554 2.920
H: 9.273 -1.977 -1.824
C: -4.447 -0.964 2.894
O: -6.589 0.273 1.517
O: -2.283 -3.202 1.935
O: 2.049 1.208 0.765
O: 1.847 -0.643 2.350
C: -8.600 -2.794 5.938
C: 4.359 2.988 -2.572
S: 1.220 0.730 1.820
O: 4.674 0.306 -0.099
H: 6.702 -0.702 -2.187
C: 7.685 -0.678 -1.726
H: 3.989 -0.314 -2.771
H: 5.371 0.455 -3.525
H: 3.453 3.199 -3.143
C: 6.406 2.131 -0.445
O: 0.279 -0.295 -1.809
O: -7.769 -0.356 3.958
O: -1.289 -0.421 -3.705
C: 0.013 -1.300 1.066
C: 0.330 0.141 -5.285
H: 6.578 3.052 -1.002
H: 0.304 -1.741 3.165
C: 4.359 0.635 -3.147
C: 8.036 1.636 -2.732
H: 0.502 -1.514 0.113
H: -6.163 -1.762 1.832
H: -10.043 2.068 0.018
O: 1.079 -0.263 -4.132
H: -8.777 -1.625 7.765
H: -9.064 0.970 -1.927
C: -9.242 -1.717 6.787
H: 5.207 3.182 -3.240
C: -1.025 0.536 -4.737
H: -8.977 -3.787 6.161
S: -9.005 -0.830 4.470
H: -10.314 -1.887 6.907
H: 10.025 1.558 -0.646
O: -10.243 -0.481 3.877
H: 3.766 0.952 -4.000
O: -4.711 -3.192 2.237
H: 9.850 2.799 -2.830
H: -4.817 -0.179 3.544
H: 0.254 -0.712 -5.962
C: 9.667 0.664 -1.146
H: 9.811 -0.172 -0.469
H: 8.163 -2.197 -3.010
H: 6.185 2.476 0.565
H: -10.590 0.387 0.224
H: 0.834 0.961 -5.788
O: 0.146 -2.344 -3.203
H: 7.547 -1.104 -0.729
H: 8.441 3.636 -3.381
O: -0.117 0.129 1.194
S: -7.418 1.316 1.023
N: 4.268 1.620 -2.079
B: 5.076 1.343 -0.903
O: -3.271 -4.075 4.031
H: -6.045 -2.277 3.521
F: 8.556 0.977 -3.837
H: -4.071 -0.525 1.970
H: 8.663 3.421 -1.647
H: 1.380 -2.651 2.080
S: -3.284 -3.161 2.947
O: 7.573 1.318 -0.300

Computed properties:
F_max	2.26	eV/Å
HOMO-LUMO gap	0.3071	Ha
calculated total energy	-4590.22187	Ha
molar mass	826.65	g/mol
LUMO energy	0.0088	Eh
net charge	0
SMILES string	C[C@@H](F)[C@](C)(CN)OCB(O)N(C)C.O=S1(=O)OCCO1.O=S1(=O)OCCO1.O=S1(=O)OCCO1.O=S1(=O)OCCO1.O=S1(=O)OCCO1
energy above the lowest of the compared OMol25 structures with the same formula, charge and spin	0.0	kJ/mol


No. 4
The following is a DFT calculation (ωB97M-V/def2-TZVPD) of a structure of composition C18H40Cl2N3O3PdSbSi3 in a non-equilibrium geometry.

Cartesian coordinates (Å):
Cl: 0.664 0.623 3.209
H: 2.698 -5.625 1.030
C: 3.485 -2.827 2.929
O: 2.597 -0.449 1.096
H: 0.360 2.044 -0.735
H: 4.838 0.334 1.873
C: 1.080 1.253 -0.522
N: -3.162 2.458 0.131
H: 4.706 1.887 1.131
H: -1.768 -4.862 1.996
H: 4.176 -2.916 2.097
H: 3.635 -4.280 -3.010
N: 4.305 0.983 1.315
H: 4.001 -3.158 3.826
H: -2.265 -2.540 -1.804
Cl: -1.398 -1.309 3.041
H: -3.296 -4.933 1.129
C: -0.430 -6.000 -0.916
H: -0.296 -3.734 3.958
C: -3.398 1.991 -1.112
C: -1.999 0.115 -0.686
H: -0.255 -6.628 -0.050
C: -2.384 -3.618 -1.885
C: 3.009 -4.247 -2.123
H: 2.267 -5.031 -2.231
C: 2.362 1.744 0.100
H: -3.413 4.511 -0.157
Si: 2.258 -2.492 -1.969
H: 2.848 -6.150 2.689
H: 0.924 -4.647 4.806
H: 2.164 2.571 0.787
C: -0.852 0.098 3.943
H: -0.972 -6.602 -1.639
H: 0.116 -1.457 -2.791
Pd: 0.091 -0.250 0.960
N: -1.878 0.564 0.570
C: -3.696 3.735 0.553
H: 1.247 0.598 -1.380
H: -1.578 0.906 3.803
H: 3.646 -4.489 -1.276
H: 1.001 -2.905 4.801
C: 0.764 -3.770 4.187
H: 4.240 -1.282 -0.946
O: -2.082 2.152 2.131
H: 3.048 2.128 -0.667
C: -2.861 0.831 -1.569
C: -2.360 1.740 1.016
H: 0.526 -2.864 -3.767
H: 1.285 -6.185 1.913
Sb: 0.790 -2.654 0.376
C: 3.701 -1.236 -1.888
C: 2.205 -5.617 1.996
C: 0.937 -1.998 -3.257
H: -2.564 -3.377 1.468
H: -4.010 2.617 -1.746
H: 3.360 -0.216 -2.035
H: 3.241 -1.775 3.051
O: -1.308 -0.904 -0.990
H: -3.047 0.482 -2.568
H: 4.410 -1.455 -2.683
H: -3.285 3.963 1.533
C: 3.090 0.664 0.873
H: 0.529 -5.761 -1.357
C: -2.344 -4.406 1.195
H: -3.450 -3.835 -1.826
H: 1.371 -1.352 -4.017
Si: 1.905 -3.854 2.654
Si: -1.460 -4.471 -0.482
H: -4.782 3.696 0.616
H: -0.704 -0.174 4.990
H: -2.032 -3.920 -2.867

Computed properties:
F_max	2.16	eV/Å
HOMO-LUMO gap (alpha / beta)	0.2205 / 0.2180	Ha
calculated total energy	-3256.34803	Ha
molar mass	729.88	g/mol
LUMO energy (alpha / beta)	-0.2849 / -0.2874	Eh
net charge	+2
energy above the lowest of the compared OMol25 structures with the same formula, charge and spin	343.8	kJ/mol


No. 5
The following is a DFT calculation (ωB97M-V/def2-TZVPD) of a structure of composition C18H40I2N6NbO13 in a non-equilibrium geometry.

Cartesian coordinates (Å):
H: -1.480 -0.393 1.723
C: 1.630 2.093 0.811
O: 3.980 2.299 0.484
H: -4.728 -2.055 0.745
H: 1.355 -5.514 0.873
H: 9.135 2.303 1.971
H: 6.621 -0.717 1.223
N: -0.789 -0.801 -3.120
H: -5.456 1.299 -6.038
N: 0.250 5.352 3.183
O: 2.751 1.698 -1.289
O: 0.455 4.162 3.264
N: -6.079 -3.099 -1.455
H: 1.197 6.918 4.187
O: 7.947 0.469 2.932
H: -2.796 0.347 -2.180
C: 9.805 1.828 2.677
H: 0.309 3.468 -0.135
O: -6.139 2.463 -3.827
O: -5.680 0.458 -3.170
H: 2.794 0.728 -1.427
H: -3.744 -0.130 2.901
C: -3.263 0.123 -1.214
N: 9.086 0.677 3.293
H: -4.014 1.907 -5.183
H: -5.644 -1.355 2.058
C: 2.903 2.045 0.012
H: -0.485 2.290 0.891
C: 5.567 -0.658 1.466
H: -2.550 0.881 1.190
H: -6.608 -2.666 -3.436
H: -3.519 1.084 -0.756
H: 1.018 -3.151 -1.648
O: 5.013 -1.982 -0.341
H: 1.843 2.842 1.586
H: -1.081 1.911 -1.437
C: -2.428 -0.213 1.202
H: 10.690 1.429 2.192
O: 9.694 0.026 4.116
C: 1.819 -4.729 0.268
H: -6.051 -4.349 -3.124
H: -5.131 -0.329 0.702
H: -4.866 -3.014 -3.147
H: 0.421 -0.578 0.614
H: 1.859 -2.584 0.529
H: 1.561 1.128 1.339
C: -2.371 -0.733 -0.274
H: 1.569 -0.722 -1.509
N: -5.615 1.374 -3.957
O: -6.928 -2.317 -1.079
H: 1.503 6.843 2.433
C: -3.530 -0.835 2.084
C: 0.299 2.397 0.131
C: -4.799 1.157 -5.185
O: -5.332 -3.729 -0.739
H: -3.137 -1.738 2.572
I: -1.327 -4.284 -1.216
N: 4.914 -1.849 0.863
C: 1.113 -3.369 0.385
O: -0.823 5.877 2.969
C: 0.302 -2.945 -0.839
H: 10.086 2.497 3.483
H: 1.811 -5.055 -0.781
C: -0.104 1.543 -1.082
H: 5.399 -0.685 2.535
C: -4.829 -1.155 1.352
H: 2.866 -4.627 0.573
H: -4.207 -0.391 -1.431
H: 2.296 5.657 3.524
Nb: -0.251 -0.701 -1.042
H: 5.124 0.220 1.009
I: -0.049 -3.347 2.187
H: -4.391 0.153 -5.142
C: -1.723 -1.496 -3.436
O: -2.666 -2.045 -3.793
H: 0.606 1.761 -1.887
C: -5.893 -3.294 -2.920
O: 4.322 -2.612 1.597
C: 1.417 6.265 3.348
H: -2.827 -1.727 -0.239

Computed properties:
F_max	3.26	eV/Å
HOMO-LUMO gap	0.2285	Ha
calculated total energy	-2668.31790	Ha
molar mass	895.26	g/mol
LUMO energy	0.0524	Eh
net charge	-1


No. 6
The following is a DFT calculation (ωB97M-V/def2-TZVPD) of a structure of composition C18H40N5OP3V in a non-equilibrium geometry.

Cartesian coordinates (Å):
H: -0.097 -1.289 -0.456
N: 3.767 -0.372 1.201
C: 1.715 2.247 -1.576
H: 0.421 4.299 4.256
H: -1.539 1.596 -1.324
H: -1.688 -0.618 3.085
H: 3.653 1.742 1.099
H: -3.822 -0.370 0.691
C: 1.950 -0.376 -6.268
C: -0.691 3.500 -0.367
H: -1.632 4.000 -0.114
N: 1.557 -0.693 0.821
C: -2.008 2.788 3.289
H: 2.671 1.822 -1.927
N: 2.930 -2.556 1.412
C: 1.589 -1.384 -3.446
H: -2.517 1.822 3.400
H: -1.224 2.864 -4.625
H: -1.814 1.530 -3.572
H: 0.039 0.420 3.814
H: -0.026 5.011 2.681
C: 1.735 3.216 -0.510
H: 0.764 4.913 0.436
C: 0.612 4.010 -0.160
P: -0.285 2.586 2.675
P: 0.870 -0.531 -4.854
H: -0.791 -1.754 -6.091
H: -2.052 -1.874 1.853
H: -1.993 3.298 4.264
H: 0.684 0.871 -4.414
H: 0.319 1.804 4.910
C: 0.476 4.167 3.167
H: 2.246 -3.176 0.993
H: 2.829 -1.034 -6.161
H: 2.700 3.490 -0.066
H: -1.837 -1.580 -0.810
C: -1.386 -1.041 2.119
H: -0.949 -0.226 -1.595
C: 3.136 0.790 1.026
H: 1.541 1.347 3.690
C: -3.271 0.581 0.664
H: -3.579 1.217 1.507
N: 2.768 -1.256 0.932
H: -3.474 1.111 -0.277
N: 1.815 0.644 0.789
C: -1.115 2.369 -3.658
H: 2.287 0.675 -6.312
H: -2.270 3.637 -2.344
H: -1.474 -0.293 -5.311
H: -0.348 -1.404 2.175
C: 0.464 1.428 3.887
H: 0.873 -2.094 -3.004
C: 0.526 1.920 -2.163
H: -0.607 4.186 -2.629
H: -2.577 3.402 2.577
V: 0.081 1.917 0.453
H: 1.407 -0.633 -7.190
H: 1.887 -0.653 -2.677
C: -0.756 2.387 -1.427
H: 1.529 4.177 2.863
H: -1.148 -1.767 -4.342
C: -1.064 -0.814 -0.671
P: -1.493 0.208 0.796
H: 2.475 -1.952 -3.769
H: 3.903 -2.806 1.247
C: -0.788 -1.144 -5.175
O: 0.291 1.873 -3.602
C: -1.243 3.292 -2.506

Computed properties:
F_max	6.55	eV/Å
HOMO-LUMO gap (alpha / beta)	0.2334 / 0.2626	Ha
spin multiplicity	2
calculated total energy	-3025.22746	Ha
molar mass	486.42	g/mol
LUMO energy (alpha / beta)	-0.5383 / -0.5073	Eh
net charge	+4
energy above the lowest of the compared OMol25 structures with the same formula, charge and spin	128.8	kJ/mol


Which of these has the highest net charge?
C18H40N5OP3V